7
Properties=species:S:1:pos:R:3:lowdin_charge:R:1 method="wB97M-V/def2-TZVPD" lumo_energy_ev=-0.1934 smiles=N#CC#[N+][O-].Cl total_energy_ev=-19636.6421 homo_lumo_gap_ev=10.656 e_homo_ev=-10.8497 relative_energy_kcal_mol=75.5
N -2.400 -0.411 -0.604 0.173
C -1.481 0.307 -0.733 -0.197
C -0.338 1.018 -0.718 0.008
N 0.695 1.542 -0.614 -0.085
O 1.741 2.055 -0.414 0.097
Cl 1.298 -1.997 1.943 0.284
H 0.484 -2.513 1.139 -0.281

10
Properties=species:S:1:pos:R:3:lowdin_charge:R:1 method="wB97M-V/def2-TZVPD" lumo_energy_ev="-1.2652 / -1.2672" total_energy_ev=-22745.8098 homo_lumo_gap_ev="7.068 / 7.065" e_homo_ev="-8.3335 / -8.3324" relative_energy_kcal_mol=68.5
C -1.096 -1.017 0.230 -0.239
N -0.703 1.616 0.355 -0.219
P -0.096 0.391 -0.326 0.716
S 2.787 -0.375 0.618 0.021
H -2.036 -0.615 0.186 0.000
H -1.053 -1.985 -0.225 0.050
H -0.848 -0.988 1.291 0.052
H -0.386 2.515 0.217 -0.040
H 0.256 0.416 -1.691 -0.015
H 3.176 0.040 -0.656 -0.327

11
Properties=species:S:1:pos:R:3:lowdin_charge:R:1 method="wB97M-V/def2-TZVPD" lumo_energy_ev=0.8412 smiles="CC#CC(N)=O" total_energy_ev=-7764.3996 homo_lumo_gap_ev=10.630 e_homo_ev=-9.7887 relative_energy_kcal_mol=49.0
C 1.265 -0.067 1.623 -0.069
C 0.006 -0.462 1.029 -0.058
C -1.016 -0.504 0.370 0.045
C -1.134 0.402 -0.799 -0.601
N -0.852 -0.225 -1.971 0.151
O -1.292 1.599 -0.686 0.054
H 2.053 -0.177 0.870 0.093
H 1.520 -0.648 2.508 0.082
H 1.180 0.994 1.884 0.096
H -0.905 0.318 -2.816 0.108
H -0.824 -1.230 -2.010 0.100

11
Properties=species:S:1:pos:R:3:lowdin_charge:R:1 method="wB97M-V/def2-TZVPD" lumo_energy_ev=0.5469 smiles="NOCC(=O)O" total_energy_ev=-9785.9472 homo_lumo_gap_ev=10.451 e_homo_ev=-9.9039 relative_energy_kcal_mol=51.7
N -1.337 -0.659 -0.306 -0.008
O -0.302 -0.242 -1.172 -0.169
C 0.507 0.739 -0.502 -0.090
C 1.218 0.165 0.747 -0.512
O 2.332 0.452 1.010 0.128
O 0.523 -0.704 1.528 0.075
H -2.100 0.046 -0.302 0.120
H -1.702 -1.567 -0.680 0.132
H -0.084 1.638 -0.236 0.134
H 1.268 1.100 -1.176 0.127
H -0.324 -0.966 1.088 0.063

20
Properties=species:S:1:pos:R:3:lowdin_charge:R:1 method="wB97M-V/def2-TZVPD" lumo_energy_ev=0.9989 smiles="C/C=C/N.CSC" total_energy_ev=-17720.4184 homo_lumo_gap_ev=8.975 e_homo_ev=-7.9758 relative_energy_kcal_mol=19.2
C 0.755 -2.613 -1.734 -0.123
C 0.447 -1.203 -2.204 -0.182
C 1.015 -0.160 -1.595 -0.279
N 0.906 1.187 -1.930 0.047
H 1.672 -2.596 -1.146 0.064
H -0.025 -2.994 -1.067 0.063
H 0.853 -3.323 -2.552 0.061
H -0.147 -1.096 -3.105 0.092
H 1.637 -0.368 -0.727 0.111
H 0.877 1.850 -1.173 0.062
H 0.220 1.298 -2.660 0.082
C -0.574 1.565 3.483 -0.442
S 0.176 1.350 1.859 0.711
C -1.215 0.689 0.920 -0.427
H -0.702 0.601 3.974 0.031
H -1.545 2.050 3.403 0.034
H 0.122 2.166 4.062 0.025
H -0.816 0.015 0.171 -0.004
H -1.867 0.088 1.554 0.039
H -1.789 1.493 0.466 0.033

129
Properties=species:S:1:pos:R:3:lowdin_charge:R:1 method="wB97M-V/def2-TZVPD" lumo_energy_ev=-0.3185 total_energy_ev=-454703.5461 homo_lumo_gap_ev=7.029 e_homo_ev=-7.3475 relative_energy_kcal_mol=37.7
Ba -1.627 1.234 -0.529 2.137
Se -2.810 5.018 -2.255 0.682
Se -1.334 6.006 -0.787 0.730
C -1.908 5.267 0.907 -0.636
C -2.009 6.161 1.966 -0.118
C -2.446 5.682 3.190 -0.073
C -2.779 4.343 3.308 -0.044
C -2.645 3.533 2.194 -0.126
N -2.209 3.981 1.010 0.001
C -1.540 3.959 -3.262 -0.685
C -1.527 4.079 -4.644 -0.098
C -0.620 3.307 -5.356 -0.049
C 0.249 2.478 -4.667 -0.035
C 0.161 2.435 -3.285 -0.160
N -0.731 3.151 -2.591 -0.059
H -1.760 7.204 1.824 0.103
H -2.538 6.352 4.036 0.109
H -3.132 3.929 4.243 0.113
H -2.865 2.471 2.254 0.098
H -2.204 4.762 -5.139 0.100
H -0.584 3.364 -6.437 0.113
H 0.973 1.865 -5.188 0.111
H 0.814 1.800 -2.696 0.076
C 1.922 5.079 -2.166 -0.023
C 1.727 5.039 -0.676 -0.374
C 1.695 6.235 0.088 -0.076
C 1.471 6.173 1.429 -0.045
C 1.288 4.916 2.052 -0.197
C 1.084 4.721 3.440 -0.617
Br 0.981 6.208 4.617 0.781
C 1.000 3.469 3.967 -0.165
C 1.121 2.342 3.128 -0.580
Br 1.204 0.640 3.937 0.822
C 1.281 2.457 1.766 -0.384
O 1.373 1.377 0.986 -0.256
C 1.366 3.778 1.218 -0.164
N 1.572 3.865 -0.123 0.178
H 2.169 6.083 -2.510 0.081
H 1.004 4.757 -2.662 0.046
H 2.717 4.392 -2.464 0.086
H 1.845 7.188 -0.404 0.115
H 1.443 7.072 2.030 0.085
H 0.883 3.325 5.031 0.096
Cl -4.788 -3.605 -1.505 0.714
C -5.992 -3.466 -0.261 -0.555
C -7.312 -3.677 -0.604 -0.115
C -8.307 -3.518 0.350 -0.089
C -7.966 -3.071 1.613 -0.120
C -6.639 -2.832 1.936 -0.583
Cl -6.326 -2.013 3.434 0.738
C -5.594 -3.117 1.046 -0.281
N -4.245 -2.987 1.335 0.088
C -3.574 -3.335 2.503 -0.223
C -4.132 -4.263 3.383 -0.075
C -3.502 -4.608 4.565 -0.096
C -2.279 -4.044 4.888 -0.100
C -1.686 -3.176 3.981 -0.051
C -2.286 -2.819 2.776 -0.129
C -1.422 -2.009 1.812 -0.025
C -1.954 -0.698 1.232 -0.710
O -2.734 -0.766 0.228 -0.244
O -1.547 0.399 1.690 -0.261
H -7.554 -3.968 -1.618 0.104
H -9.343 -3.705 0.097 0.105
H -8.729 -2.856 2.350 0.102
H -3.704 -2.501 0.625 0.086
H -5.076 -4.728 3.122 0.110
H -3.971 -5.320 5.234 0.103
H -1.782 -4.285 5.820 0.097
H -0.707 -2.765 4.203 0.108
H -1.166 -2.647 0.958 0.113
H -0.501 -1.758 2.333 0.099
Cl 1.709 -4.661 -1.047 0.764
C 0.131 -5.119 -0.477 -0.574
C 0.023 -5.393 0.881 -0.118
C -1.136 -5.929 1.404 -0.085
C -2.183 -6.222 0.544 -0.108
C -2.082 -5.905 -0.793 -0.570
Cl -3.411 -6.331 -1.837 0.678
C -0.944 -5.289 -1.356 -0.291
N -0.975 -4.944 -2.695 0.075
C -0.100 -4.120 -3.452 -0.243
C 0.486 -4.637 -4.603 -0.025
C 1.330 -3.860 -5.381 -0.086
C 1.603 -2.553 -4.997 -0.081
C 0.996 -2.035 -3.863 -0.022
C 0.121 -2.795 -3.088 -0.164
C -0.522 -2.232 -1.844 -0.054
C -0.656 -0.719 -1.865 -0.783
O 0.197 -0.037 -1.207 -0.312
O -1.623 -0.182 -2.451 -0.193
H 0.880 -5.200 1.514 0.106
H -1.222 -6.134 2.464 0.109
H -3.090 -6.689 0.907 0.109
H -1.659 -5.450 -3.231 0.088
H 0.285 -5.668 -4.872 0.115
H 1.789 -4.282 -6.267 0.102
H 2.280 -1.940 -5.581 0.100
H 1.197 -1.009 -3.571 0.109
H 0.091 -2.498 -0.978 0.090
H -1.521 -2.652 -1.702 0.125
C 6.806 3.079 2.228 -0.113
C 6.349 3.377 0.802 -0.274
C 5.556 2.230 0.172 -0.290
C 4.261 1.913 0.932 -0.277
Ge 2.850 0.972 -0.066 0.949
C 2.986 -0.963 0.067 -0.273
C 4.427 -1.502 0.098 -0.263
C 4.989 -1.829 -1.293 -0.256
C 4.879 -0.717 -2.334 -0.108
H 7.400 3.901 2.633 0.068
H 7.421 2.174 2.257 0.076
H 5.955 2.926 2.895 0.066
H 7.222 3.592 0.179 0.103
H 5.726 4.278 0.797 0.104
H 6.195 1.343 0.134 0.097
H 5.327 2.498 -0.865 0.094
H 3.815 2.857 1.250 0.062
H 4.465 1.343 1.843 0.079
H 2.660 1.609 -1.444 0.000
H 2.424 -1.425 -0.748 0.048
H 2.449 -1.178 0.995 0.072
H 4.446 -2.425 0.685 0.104
H 5.090 -0.799 0.616 0.087
H 4.461 -2.701 -1.682 0.094
H 6.036 -2.126 -1.186 0.105
H 3.834 -0.471 -2.543 0.047
H 5.332 -1.024 -3.278 0.074
H 5.383 0.190 -2.008 0.056